Entry 1:
Density functional theory data (ωB97M-V/def2-TZVPD) for a molecular structure, C56H42FGeO4P3Ti at a distorted geometry.

Each line ends with the Mulliken charge.
Positions of all 108 atoms, in Å:
Ge -0.133 1.899 -0.474  3.011
Ti -0.155 -0.900 -0.827  -0.744
P 2.881 0.444 -0.296  -0.536
P 0.593 -0.691 1.556  2.227
P -3.020 -0.341 -1.263  2.784
F 0.548 3.526 -0.904  -0.534
O -1.553 -0.095 -1.757  -0.605
O -0.199 -2.617 -1.680  -0.677
O -3.143 -3.012 -2.591  -0.615
O -1.248 -2.132 0.167  -0.170
C -5.197 -1.416 2.688  -0.674
C -4.441 2.094 -0.844  0.008
C 1.982 -1.119 -2.671  -0.712
C -6.034 -0.144 -4.735  -0.617
C 2.135 -1.637 1.853  0.647
C 5.020 -1.279 -1.299  -0.536
C -1.013 -3.771 3.745  -0.976
C 0.936 1.185 3.656  -0.155
C 4.070 -2.262 3.135  -0.732
C 4.513 -0.420 -0.327  1.124
C -2.639 -2.321 -1.750  0.305
C -0.327 -3.023 2.804  -0.441
C -1.767 -3.136 4.721  -0.721
C 3.907 1.861 -2.534  -0.387
C 0.274 1.026 -3.198  -0.731
C 3.735 3.101 -0.482  -0.062
C 0.809 0.873 -1.902  0.268
C 1.396 -0.979 -3.904  -1.939
C 4.317 4.200 -1.098  -0.674
C -1.329 -2.575 -1.048  0.082
C -3.567 4.307 -0.601  -0.753
C 6.307 -1.786 -1.193  -0.779
C -4.655 3.455 -0.712  -1.025
C 6.645 -0.534 0.817  -0.740
C -2.284 3.789 -0.578  -0.687
C 1.761 -0.170 -1.635  1.562
C -4.448 -2.023 0.493  -0.898
C 0.604 3.541 3.346  -0.978
C -4.495 -0.227 2.589  -0.924
C 7.124 -1.421 -0.134  -0.594
C 3.536 1.924 -1.192  1.427
C 4.480 2.961 -3.148  -0.815
C -1.849 -1.756 4.728  -0.809
C -4.264 -0.292 -2.599  0.539
C -5.158 -2.324 1.642  -1.013
C 4.692 4.131 -2.429  -0.656
C 0.597 0.143 -4.196  -1.054
C -4.790 0.463 -4.823  -0.852
C 2.371 -2.718 1.000  -0.117
C -3.908 0.392 -3.756  -0.613
C -3.761 0.064 1.450  0.101
C -5.504 -0.914 -2.520  -0.225
C 0.347 3.329 2.000  -0.385
C 0.686 0.964 2.302  0.216
C 3.442 -3.570 1.226  -1.004
C -1.185 -1.006 3.766  -0.230
C 4.291 -3.344 2.297  -0.875
C 5.350 -0.051 0.726  -0.557
C 0.384 2.046 1.466  -0.051
C -3.749 -0.821 0.376  0.807
C -2.064 2.415 -0.703  0.092
C -6.389 -0.832 -3.584  -0.788
C -0.396 -1.628 2.807  1.242
C -3.158 1.545 -0.866  -0.806
C 2.998 -1.411 2.919  -1.140
C 0.898 2.468 4.175  -1.300
H -2.295 -3.720 5.465  0.417
H -6.729 -0.080 -5.562  0.381
H -7.357 -1.313 -3.518  0.444
H 5.148 4.985 -2.914  0.388
H -1.434 4.453 -0.488  0.361
H -5.762 -1.642 3.583  0.420
H -0.395 1.859 -3.385  0.530
H 0.269 -3.533 2.061  0.395
H -5.662 3.852 -0.707  0.427
H 2.839 -0.570 3.579  0.317
H 6.675 -2.462 -1.956  0.452
H -3.222 1.000 1.392  0.443
H 1.558 -1.733 -4.662  0.454
H -5.288 1.423 -0.935  0.494
H -2.937 0.873 -3.810  0.219
H 1.133 0.351 4.318  0.644
H 0.562 4.545 3.750  0.411
H 3.421 3.155 0.555  0.253
H 4.441 -1.545 -2.168  0.246
H -4.529 0.489 3.402  0.479
H 3.612 -4.415 0.571  0.487
H -5.784 -1.451 -1.623  0.377
H 3.742 0.951 -3.099  0.291
H 7.279 -0.224 1.639  0.433
H 4.479 5.112 -0.537  0.437
H 4.739 -2.076 3.966  0.443
H 0.199 0.274 -5.194  0.441
H 1.088 2.632 5.229  0.462
H -4.510 0.993 -5.725  0.439
H -4.444 -2.732 -0.325  0.348
H 2.594 -1.987 -2.475  0.535
H 1.704 -2.898 0.161  0.412
H 4.773 2.905 -4.189  0.460
H -5.696 -3.261 1.712  0.471
H 5.130 -4.004 2.474  0.385
H 0.133 4.166 1.347  0.377
H -2.445 -1.254 5.480  0.422
H -0.953 -4.851 3.716  0.474
H 8.131 -1.811 -0.062  0.395
H 4.981 0.643 1.474  0.331
H -3.713 5.378 -0.521  0.415
H -1.282 0.070 3.784  0.455

Atomic forces in eV per Å
Ge 0.3 2.4 -0.5
Ti 1.9 1.0 0.0
P 0.7 0.3 -0.6
P 0.4 0.1 1.8
P -1.9 0.5 0.1
F -0.2 -0.4 0.1
O -0.8 0.1 -0.4
O -0.5 -1.5 -0.6
O 0.0 -0.2 0.2
O -1.0 -1.6 0.5
C 0.0 0.0 0.1
C 0.1 -0.1 0.0
C 0.2 0.2 -0.2
C 0.0 0.0 0.0
C 0.1 0.0 -0.3
C 0.0 0.0 0.0
C 0.0 0.0 0.0
C 0.1 0.0 0.0
C 0.0 0.1 0.1
C -0.2 -0.2 0.1
C -0.4 0.5 -0.3
C -0.1 0.0 0.0
C 0.0 0.0 0.0
C 0.0 0.1 0.0
C 0.1 0.1 -0.2
C 0.0 -0.1 0.0
C 0.0 0.0 0.9
C 0.1 -0.1 0.0
C 0.0 0.1 0.0
C 0.2 -1.0 0.3
C 0.0 0.1 0.1
C 0.0 0.0 0.0
C 0.0 0.0 0.0
C 0.0 0.0 0.1
C 0.1 0.0 0.1
C 0.9 0.4 -0.4
C 0.2 0.0 0.0
C 0.0 0.0 0.0
C 0.1 0.0 0.1
C 0.0 0.0 0.0
C -0.1 0.0 0.1
C 0.0 0.0 -0.1
C -0.1 0.0 0.1
C 0.1 0.0 0.1
C -0.1 -0.1 0.0
C 0.0 0.0 0.0
C 0.0 0.1 0.1
C 0.0 0.0 0.0
C 0.0 0.2 0.1
C 0.0 0.0 0.0
C 0.0 0.0 0.1
C 0.0 0.0 0.0
C 0.0 0.1 -0.2
C -0.1 0.1 -0.2
C 0.0 -0.1 0.0
C 0.0 0.0 0.0
C 0.0 0.0 0.0
C -0.1 0.0 0.0
C -0.2 -0.6 -0.3
C -0.3 -0.1 -0.4
C 0.4 -0.7 0.0
C 0.0 0.0 0.0
C -0.2 0.0 -0.1
C 0.2 0.1 -0.3
C 0.0 0.0 0.0
C 0.0 0.1 0.0
H 0.0 0.0 0.0
H 0.0 0.0 0.0
H 0.0 0.0 0.0
H 0.0 0.0 0.0
H -0.1 0.0 0.0
H 0.0 0.0 0.0
H 0.0 0.0 -0.1
H 0.0 0.0 0.0
H 0.0 0.0 0.0
H 0.1 0.0 0.0
H 0.0 0.0 0.0
H 0.0 0.0 0.0
H 0.0 0.0 0.0
H -0.1 0.1 0.0
H 0.0 0.0 0.0
H 0.0 0.0 0.0
H 0.0 0.0 0.0
H 0.0 0.0 0.0
H -0.1 0.0 0.0
H 0.1 0.0 0.0
H 0.0 0.0 0.0
H 0.0 0.0 -0.1
H 0.0 0.0 0.0
H 0.0 0.0 0.0
H 0.0 0.0 0.0
H 0.0 0.0 0.0
H 0.0 0.0 0.0
H 0.0 0.0 0.0
H 0.0 0.0 0.0
H 0.0 0.0 0.0
H 0.0 0.0 0.0
H 0.0 -0.1 0.0
H 0.0 0.0 0.0
H 0.0 0.0 0.0
H 0.0 0.0 0.0
H 0.0 0.0 0.1
H 0.0 0.0 0.0
H 0.0 0.0 0.0
H 0.0 0.0 0.0
H 0.0 0.0 0.1
H 0.0 0.0 0.0
H 0.0 0.0 0.0

- LUMO (spin up / spin down): -0.22 / -0.55 eV
- 2S+1: 3


Entry 2:
Density functional theory data (ωB97M-V/def2-TZVPD) for a single C6H9B molecule at a distorted geometry.

Each line ends with the Mulliken charge.
Positions of all 16 atoms, in Å:
C 1.233 0.808 2.032  -0.230
C 0.142 1.642 1.908  -0.136
C 1.498 -1.140 0.460  -0.177
C -0.695 0.566 0.611  -0.828
C -0.216 -0.691 -1.756  -1.101
C 1.658 -0.216 1.601  -0.445
B 0.255 -0.462 -0.186  0.086
H -1.191 -0.965 -1.951  0.390
H -1.333 1.161 0.033  0.442
H 1.116 -2.131 0.857  0.268
H -1.399 -0.119 1.278  0.277
H -0.020 0.289 -2.147  0.367
H 0.206 2.611 1.247  0.260
H 0.406 -1.477 -2.293  0.226
H 2.350 -1.295 -0.297  0.316
H -0.466 1.710 2.894  0.284

Atomic forces in eV per Å
C -2.8 9.3 4.8
C -2.6 0.9 -1.7
C -0.8 -1.1 0.1
C 0.1 -2.4 3.0
C 3.7 -0.9 1.4
C 6.3 -9.6 -4.1
B -2.2 0.3 -1.9
H -2.4 -0.2 0.0
H -0.8 1.0 -0.9
H 0.7 0.8 -0.5
H 1.4 1.3 -1.1
H 0.0 0.6 -0.8
H 0.2 -1.6 1.9
H -0.4 1.1 0.6
H -1.1 0.3 1.5
H 0.6 0.1 -2.1

- LUMO (spin up / spin down): 0.54 / -1.63 eV
- 2S+1: 3


Entry 3:
Density functional theory data (ωB97M-V/def2-TZVPD) for a gas-phase ion, C3H7BrN3 (charge +1) at a distorted geometry.

Each line ends with the Mulliken charge.
Positions of all 14 atoms, in Å:
Br 2.844 -0.420 -0.072  0.087
N 0.147 -0.538 0.087  0.196
N -0.739 1.553 0.024  0.068
N 1.273 -0.366 0.925  -0.615
C -0.623 2.759 -0.104  -0.190
C -0.681 0.375 -0.289  0.244
C -0.120 -1.970 -0.239  -0.807
H 0.096 3.211 -0.734  0.295
H 1.151 -1.092 1.528  0.330
H -1.589 -0.028 -0.878  0.177
H -1.205 3.355 0.656  0.259
H -0.299 -2.552 0.628  0.369
H 0.792 -2.306 -0.718  0.310
H -1.048 -1.981 -0.814  0.277

Atomic forces in eV per Å
Br 0.3 -0.2 0.1
N 0.9 -2.8 0.7
N -0.3 2.1 0.9
N -1.3 3.6 -2.3
C -0.9 2.5 2.5
C -2.3 -4.1 -2.1
C -0.1 1.5 -0.8
H 0.4 0.5 -1.1
H 0.7 -2.6 2.3
H 1.6 0.7 0.6
H 0.7 -0.1 -1.1
H -0.1 -0.3 1.1
H -0.3 -0.4 -0.5
H 0.5 -0.4 -0.4

- LUMO: -4.34 eV
- SMILES string: C=N/C=[N+](/C)NBr
- 2S+1: 1
- Total charge: +1


Entry 4:
Density functional theory data (ωB97M-V/def2-TZVPD) for 2 unconnected molecules or ions with the total composition C5H13N at a distorted geometry.

Each line ends with the Mulliken charge.
Positions of all 19 atoms, in Å:
N -1.867 -0.874 0.162  -0.445
C -1.375 -3.330 0.182  -0.606
C 1.436 2.057 -0.885  -0.531
C 1.077 3.112 0.262  -0.974
C -1.222 -2.120 0.637  0.025
C 1.726 0.539 -0.382  -0.621
H 2.355 0.774 0.535  0.239
H -2.260 -3.502 -0.497  0.191
H 0.392 2.535 0.939  0.229
H -0.794 -4.175 0.715  0.219
H -1.895 -0.112 0.744  0.195
H 2.299 2.551 -1.332  0.303
H 1.941 3.349 0.891  0.290
H 2.337 0.128 -1.151  0.316
H 0.663 0.136 -0.254  0.064
H -0.920 -2.050 1.676  0.254
H 0.865 1.898 -1.813  0.368
H -2.598 -1.115 -0.434  0.153
H 0.828 4.156 -0.041  0.332

Atomic forces in eV per Å
N 2.8 -4.8 -0.4
C -0.8 -2.6 -0.5
C 1.1 0.2 0.0
C -0.4 -1.6 -0.2
C -1.6 3.8 1.6
C -1.1 4.0 1.1
H -1.0 -1.3 -0.7
H 1.6 -0.3 0.1
H -0.1 1.4 -0.4
H -1.4 1.4 -1.1
H -0.4 1.7 1.5
H 0.8 -0.6 0.0
H 0.4 -0.7 -0.2
H 0.1 -0.9 -0.4
H 2.0 -0.1 0.2
H 1.3 0.5 -0.3
H -1.0 0.8 0.8
H -1.5 0.4 -1.0
H -0.8 -1.1 -0.2

- LUMO: 1.05 eV
- SMILES string: C=CN.CCC
- 2S+1: 1


Entry 5:
Density functional theory data (ωB97M-V/def2-TZVPD) for a single C5H7NO molecule at a distorted geometry.

Each line ends with the Mulliken charge.
Positions of all 14 atoms, in Å:
O -0.255 -1.084 -1.148  -0.442
N -1.225 -2.288 0.707  -0.692
C 0.598 -0.462 0.615  0.138
C 0.123 1.421 -0.528  -0.577
C 0.016 0.919 0.918  -0.700
C -0.433 -1.453 0.155  0.294
C 0.787 0.127 -1.002  -0.194
H 0.694 2.363 -0.590  0.285
H 1.143 0.196 -2.071  0.345
H 0.693 1.430 1.595  0.271
H -1.794 -2.806 0.023  0.272
H 1.475 -0.867 1.088  0.397
H -1.005 0.931 1.300  0.326
H -0.817 1.572 -1.063  0.277

Atomic forces in eV per Å
O -1.1 0.7 -1.6
N 1.2 0.8 -0.8
C 1.3 0.5 -0.8
C -0.5 -0.1 0.1
C -0.1 0.2 0.4
C 0.5 0.5 -0.8
C -2.8 -2.2 0.6
H 0.1 -0.7 -0.3
H 1.0 -0.8 1.7
H -0.2 0.3 0.1
H 0.2 0.5 0.2
H 0.1 0.1 0.8
H 0.2 -0.2 0.3
H -0.1 0.2 0.1

- LUMO: 0.97 eV
- SMILES string: [H]/N=C1\O[C@H]2CC[C@@H]12
- 2S+1: 1


Entry 6:
Density functional theory data (ωB97M-V/def2-TZVPD) for a gas-phase ion, C5H9IN (charge +1) at a distorted geometry.

Each line ends with the Mulliken charge.
Positions of all 16 atoms, in Å:
I -3.273 0.149 2.109  0.223
N -0.829 -0.282 0.229  0.028
C -0.373 -0.918 -1.028  -0.603
C -2.146 0.890 0.469  -0.525
C 0.634 -0.454 -0.112  0.838
C 1.646 0.626 -0.153  -1.227
C -0.023 -1.090 1.122  -0.632
H -0.537 -0.407 -1.935  0.317
H 2.534 0.108 -0.554  0.342
H -0.268 -2.172 1.192  0.243
H -1.896 1.890 0.829  0.357
H 1.823 0.795 0.895  0.361
H -0.604 -1.964 -1.121  0.248
H -2.668 0.985 -0.564  0.354
H 1.334 1.314 -0.878  0.397
H 0.306 -0.854 2.167  0.280

Atomic forces in eV per Å
I 0.1 -0.1 -0.7
N -2.4 2.5 0.4
C -0.6 -0.9 -0.3
C 0.3 -1.3 -1.2
C -0.7 -0.2 1.9
C 0.6 -3.3 0.2
C 1.2 -1.4 0.9
H -0.3 1.0 -0.8
H 0.0 0.5 0.2
H 0.1 0.6 -0.8
H 1.2 -0.4 -0.4
H 0.3 1.4 0.1
H 0.0 -0.4 0.2
H 1.0 -0.7 1.9
H -0.2 1.7 -0.4
H -0.6 1.1 -1.2

- LUMO: -3.84 eV
- SMILES string: C[C@]12C[N@@+]1(CI)C2
- 2S+1: 1
- Total charge: +1


In the order shown, the computed total energy values come out to -6510.45825; -258.58014; -2856.41200; -252.95470; -324.59363; -547.96780 a.u..